[1]
{"formula": "C24H28FeN4O2SbSe4", "method": "ωB97M-V/def2-TZVPD", "homo_energy_ev": [-3.613, -3.779], "multiplicity": 5, "e_above_lowest_kj_mol": 124.68, "gap_ev": [5.3, 5.5], "total_charge": -1, "species": ["H", "C", "N", "N", "H", "H", "C", "H", "C", "Se", "C", "H", "H", "C", "C", "C", "H", "C", "C", "C", "H", "C", "Fe", "H", "N", "Sb", "H", "C", "H", "H", "H", "H", "H", "H", "C", "O", "H", "O", "H", "H", "N", "C", "H", "C", "C", "H", "H", "C", "C", "Se", "Se", "C", "C", "H", "H", "H", "C", "C", "C", "Se", "H", "C", "H", "H"], "xyz": [[2.907235, 4.367508, 0.440990], [1.079344, 2.373988, -1.593158], [2.067831, 3.282391, -1.010864], [-1.902414, 2.120536, -1.494351], [-0.280174, 3.453768, 5.443454], [1.419377, 3.901876, 5.533984], [1.408989, -3.780330, 1.773383], [2.775852, 3.634515, -1.646694], [1.381636, 1.465750, 1.299225], [4.782109, 1.281669, -1.972925], [0.279489, -2.813282, 2.150102], [-4.540696, -4.160166, -3.035293], [0.290627, 4.909941, 4.632549], [2.226053, 3.545810, 0.228803], [-2.870786, 1.137352, -1.315400], [0.514950, 1.700669, 3.556019], [0.133940, -0.812401, 3.655653], [-1.409749, -0.937340, -1.055031], [-0.222887, -3.164830, -0.887457], [-4.849942, -3.233617, -2.547576], [0.484838, 1.936105, -0.808340], [0.119449, 3.044305, -2.567349], [1.536067, -0.994985, -0.243733], [-4.660349, -0.552280, -2.100075], [0.954343, -2.868128, -0.476721], [3.747780, -0.896317, -1.585763], [-1.666199, 2.349180, -3.588604], [-3.652192, -2.449764, -2.062081], [-5.519620, -3.502398, -1.723855], [2.325425, -3.440978, 2.252187], [-0.695959, 1.080075, -2.834814], [2.720094, -3.881176, 0.015373], [1.154270, -4.755949, 2.194738], [1.280768, -4.896633, -0.094422], [-3.728839, -1.062986, -1.860962], [-0.483639, -0.280168, -0.485044], [1.659041, 4.678328, 2.511088], [1.799423, 0.831956, 0.293599], [-2.349622, -4.127415, -1.954158], [-0.643415, -3.097415, 1.639647], [0.582341, -1.431381, 1.770114], [1.661557, -3.930810, 0.247411], [-3.888728, 1.484412, -1.158176], [-1.070749, 2.096619, -2.702948], [-2.659229, -0.274331, -1.430976], [-0.450809, -4.233607, -0.892493], [0.065179, 1.228781, 4.427940], [0.814746, 3.072482, 3.623660], [1.614650, 2.879991, 1.341122], [4.863193, -2.891653, -2.386077], [1.499531, -0.822114, -2.721775], [1.390304, 3.623649, 2.508404], [0.776667, 0.896124, 2.476493], [-2.238923, 3.046532, -1.283821], [-0.216102, 4.019873, -2.194825], [1.624531, 1.573186, -2.085278], [0.468906, -0.537274, 2.645397], [-2.453830, -3.056662, -1.795434], [-1.334837, -2.342399, -1.295766], [3.597841, -1.332629, 0.943014], [0.580443, 3.200564, -3.545888], [0.548080, 3.877939, 4.873951], [0.089185, -2.877841, 3.226847], [-5.436398, -2.656619, -3.267016]], "forces_ev_per_a": [[0.0880, -0.1206, 0.0379], [0.0099, 0.4604, -0.0912], [-0.2974, -0.3105, -0.8479], [0.0223, -0.2633, -0.0129], [0.0012, 0.0070, -0.0163], [-0.0073, -0.0166, -0.0149], [-0.0211, 0.0828, -0.0912], [-0.0676, 0.0310, -0.1091], [0.0993, 0.1418, 0.4103], [-0.0709, 0.1061, 0.0875], [0.1124, 0.1045, -0.2018], [0.0001, 0.0362, 0.0219], [0.0049, -0.0059, -0.0108], [0.1135, 0.1648, 0.8468], [0.1999, -0.0344, 0.0102], [-0.0732, 0.3204, 0.4254], [-0.0294, 0.0920, -0.0035], [-0.0765, -0.1297, -0.0806], [-0.2725, 0.0152, -0.1679], [0.0465, 0.0850, 0.0501], [-0.0776, 0.1032, 0.0093], [0.1027, -0.0649, 0.0482], [-3.5009, 0.5295, 1.0487], [0.0437, -0.0413, 0.0074], [0.2438, -0.3153, 0.5656], [2.6231, -0.0923, -1.5890], [-0.0223, 0.0125, -0.0268], [-0.1944, 0.1318, -0.0160], [0.0309, 0.0250, -0.0283], [0.0486, 0.0079, 0.0370], [-0.0251, 0.0128, 0.0070], [0.1212, 0.0666, 0.0142], [0.0163, -0.0210, -0.0067], [-0.0288, -0.0421, -0.0327], [-0.0551, -0.0623, -0.0846], [0.4111, -0.0628, 0.0601], [-0.0160, -0.0494, -0.0242], [0.0975, -0.5499, 0.0647], [0.0098, 0.0463, 0.0173], [-0.0471, -0.0026, -0.0384], [0.1135, -0.5454, 0.1069], [-0.2744, 0.0695, -0.0277], [0.0284, -0.0124, -0.0349], [-0.0578, 0.0050, 0.0473], [0.0095, 0.1286, 0.0370], [-0.0739, -0.0342, -0.0227], [0.0298, 0.0497, -0.0178], [-0.1177, -0.1120, 0.1592], [-0.0664, 0.1658, -0.0481], [-0.0413, 0.0559, 0.0503], [0.4647, -0.1781, -0.0046], [-0.0142, 0.1423, -0.0441], [0.0448, -0.4701, -0.3004], [-0.0857, 0.0264, -0.0505], [-0.0072, -0.0128, 0.0003], [0.0157, 0.0075, -0.0111], [0.0049, 0.6156, 0.2814], [0.1700, -0.0337, 0.0702], [0.0613, -0.0826, -0.0680], [0.1647, -0.0727, -0.3993], [-0.0124, 0.0124, 0.0104], [0.0383, -0.1093, -0.0786], [0.0080, 0.0117, 0.0518], [0.0335, -0.0250, 0.0183]]}


[2]
{"formula": "C24H28GeI2MgN2OS", "method": "ωB97M-V/def2-TZVPD", "homo_energy_ev": -13.793, "multiplicity": 1, "e_above_lowest_kj_mol": 2.01, "gap_ev": 7.6, "total_charge": 2, "species": ["H", "H", "Mg", "C", "C", "C", "H", "H", "I", "H", "C", "H", "H", "C", "C", "N", "C", "H", "C", "H", "H", "C", "H", "C", "H", "H", "H", "C", "C", "C", "C", "H", "H", "O", "H", "H", "C", "H", "N", "H", "C", "H", "C", "H", "H", "I", "H", "C", "C", "C", "S", "H", "C", "C", "H", "C", "Ge", "H", "H", "C"], "xyz": [[1.526136, -0.804104, 0.941159], [2.509196, 1.971959, 1.714867], [-0.645866, -0.301892, 0.804637], [-1.613572, -3.689704, -2.521711], [-0.311449, 1.797829, 2.649648], [-3.208866, -1.446219, -2.442653], [-0.951668, 0.819527, -3.245794], [0.557342, 3.444182, -0.913706], [0.252077, 4.702016, 2.088393], [-1.283134, -2.525846, 3.027872], [1.103529, 1.451176, -2.949934], [3.003340, 2.304831, -2.389088], [1.304678, -2.012524, -2.266199], [-0.213159, 3.032294, 3.224059], [-0.672446, 0.682680, 3.453435], [-0.826183, -0.530767, 2.830830], [-0.399326, 1.639657, -2.782857], [-0.691168, 1.683657, -1.727002], [3.097477, -2.078539, -1.000417], [-0.328347, 4.185396, 5.037732], [-1.401814, -0.239795, 6.633769], [-1.370304, -1.525923, 4.933555], [2.228863, 3.829125, -0.604386], [-0.424440, 3.196029, 4.613091], [3.799468, -0.478047, 0.270069], [1.404747, 0.487506, -2.530570], [4.139865, -2.374675, -1.123287], [1.684988, -0.201619, 0.026083], [-1.237388, -0.319060, 5.567181], [-2.199225, -1.623327, -1.496923], [-3.433998, -2.385514, -3.449332], [2.819982, -1.728340, -3.120441], [-1.005316, -4.582601, -2.565733], [-0.128218, 1.565923, 1.297962], [1.338554, 1.381567, -4.013081], [-0.612942, -2.923227, -0.790347], [2.358640, -2.301119, -2.314525], [2.693164, -2.726494, -0.214701], [-2.118273, -0.584544, -0.567042], [-2.777868, -4.248990, -4.240670], [-1.164239, -1.586764, 3.555645], [2.388404, -3.351773, -2.601448], [-1.392319, -2.761618, -1.529394], [-4.217280, -2.246525, -4.181539], [-0.736966, 2.569568, -3.243357], [-1.034467, 2.467448, 7.442338], [-1.638238, -2.420728, 5.475506], [1.947015, 2.579489, -2.353065], [1.566106, 3.027810, -0.936067], [-0.889675, 0.837718, 4.838934], [-4.054643, 0.032289, -2.124622], [-3.146750, 1.217530, -0.208050], [-0.748304, 2.136475, 5.409949], [3.062663, -0.628809, -0.521762], [0.937637, -0.455214, -0.751232], [-3.036336, 0.322926, -0.806642], [1.618125, 1.722963, 0.501528], [3.345713, 0.032356, -1.345839], [1.851909, 3.462885, -2.989075], [-2.625428, -3.500489, -3.475728]], "forces_ev_per_a": [[-0.0108, -0.0115, -0.0002], [-0.0079, 0.0065, -0.0018], [-0.0322, 0.1417, 0.0551], [-0.0035, -0.0066, 0.0001], [-0.1071, -0.0102, 0.0150], [-0.0181, -0.0159, -0.0197], [0.0063, 0.0036, -0.0077], [-0.0024, -0.0083, 0.0105], [0.0000, 0.0097, 0.0038], [0.0006, -0.0008, 0.0008], [0.0067, 0.0057, -0.0040], [0.0011, -0.0082, -0.0064], [-0.0110, 0.0034, 0.0082], [0.0620, -0.0045, 0.0049], [-0.0216, 0.0196, 0.0010], [0.0102, -0.0992, 0.0128], [0.0052, -0.0008, 0.0095], [0.0011, 0.0048, -0.0003], [-0.0105, -0.0150, 0.0029], [0.0047, 0.0015, 0.0023], [0.0001, 0.0017, -0.0007], [-0.0010, -0.0013, -0.0073], [-0.0044, 0.0120, -0.0168], [-0.0063, -0.0048, -0.0077], [0.0050, 0.0044, -0.0069], [0.0046, 0.0115, -0.0064], [0.0031, 0.0042, 0.0004], [-0.0211, -0.0057, -0.0259], [-0.0014, -0.0007, 0.0077], [0.0056, -0.0073, 0.0231], [0.0025, -0.0024, 0.0064], [-0.0020, 0.0051, -0.0014], [0.0041, 0.0020, -0.0046], [0.0649, -0.0264, -0.0895], [0.0028, -0.0079, -0.0016], [0.0026, -0.0064, 0.0030], [0.0134, -0.0248, -0.0096], [0.0032, 0.0001, -0.0044], [0.0264, 0.0309, -0.0336], [0.0041, 0.0007, -0.0050], [-0.0042, 0.0085, 0.0144], [-0.0022, 0.0037, -0.0052], [0.0157, 0.0101, -0.0075], [-0.0049, -0.0010, 0.0030], [-0.0026, 0.0069, 0.0020], [0.0008, 0.0001, -0.0083], [-0.0002, -0.0011, -0.0002], [-0.0144, 0.0051, 0.0130], [-0.0054, -0.0078, -0.0043], [0.0232, 0.0101, -0.0110], [0.0212, 0.0043, 0.0002], [0.0008, 0.0037, 0.0001], [0.0010, -0.0103, 0.0186], [0.0134, 0.0287, 0.0385], [-0.0115, 0.0010, 0.0342], [-0.0302, -0.0248, 0.0078], [0.0213, -0.0370, -0.0027], [-0.0015, 0.0046, -0.0008], [0.0019, -0.0025, -0.0041], [-0.0011, -0.0020, 0.0065]]}


[3]
{"formula": "C24H28MnN4STe", "method": "ωB97M-V/def2-TZVPD", "homo_energy_ev": [-7.185, -7.315], "multiplicity": 6, "e_above_lowest_kj_mol": 0.00, "gap_ev": [7.6, 7.6], "species": ["C", "C", "H", "C", "C", "H", "H", "N", "Mn", "N", "C", "C", "H", "C", "H", "H", "H", "C", "H", "H", "C", "H", "H", "H", "C", "C", "N", "H", "H", "C", "Te", "H", "H", "C", "C", "H", "C", "C", "C", "C", "H", "C", "H", "C", "H", "H", "H", "C", "C", "H", "H", "H", "H", "H", "N", "C", "H", "C", "S"], "xyz": [[-0.754314, -1.228078, 2.555372], [2.383364, 0.199017, 1.837060], [-3.127226, -2.415644, -1.324443], [-1.503990, 1.168132, -2.767852], [-3.656851, 0.738055, -1.070377], [-2.237954, -3.751629, 1.328762], [-0.650931, -3.738578, -0.595548], [0.239149, -0.910590, 1.708138], [1.106351, -1.356668, -0.149355], [0.566937, -4.613262, 2.139529], [2.470526, 2.462881, -0.932280], [-2.980932, -1.605310, -0.606690], [-4.492935, 0.561518, -0.401590], [-0.383272, 1.512991, -3.716848], [-2.300446, 3.136931, -2.990143], [-1.105158, -0.911692, 4.719083], [1.308103, -4.475562, 2.803534], [3.641802, 2.007138, -0.331479], [1.673075, 1.762168, -1.149333], [1.324954, 0.280407, 4.606459], [-2.752613, -0.293048, -1.301882], [1.399904, 4.145101, -1.707477], [4.014859, -0.008880, -0.939281], [-4.001437, 3.960286, -0.961065], [4.650758, 2.916641, -0.045253], [-3.515598, 1.983324, -1.664186], [2.618227, -0.043322, 0.591470], [-1.656185, -1.705260, 2.199097], [3.095853, 0.774816, 2.432040], [-0.807100, -4.954402, 2.490040], [-0.267114, -1.669038, -2.518564], [-5.282845, 2.771926, -0.719960], [-4.970275, 3.425583, -2.328784], [-0.466678, -0.808052, 3.856359], [-1.658281, -0.084061, -2.154776], [-3.854195, -1.549631, 0.043976], [-1.570234, -4.601862, 1.194015], [0.687141, -4.175805, 0.885270], [3.814231, 0.538253, -0.016219], [2.316530, 3.803355, -1.243297], [-2.151612, -5.443013, 0.821747], [4.499532, 4.262073, -0.358684], [-0.888186, -6.014128, 2.731530], [3.332347, 4.707913, -0.957527], [-0.777781, 1.697540, -4.718467], [3.210158, 5.756099, -1.197270], [0.117005, 2.428618, -3.395099], [-2.434641, 2.172075, -2.508918], [0.784318, -0.187426, 3.798365], [-1.145889, -4.368182, 3.343495], [4.681921, 0.398050, 0.635346], [-2.108561, -1.867856, -0.006474], [5.563176, 2.572982, 0.428897], [5.293036, 4.960941, -0.127342], [-0.491596, -4.264778, 0.263724], [-4.497215, 3.093997, -1.402740], [0.357961, 0.722521, -3.789721], [1.194305, -0.267440, 2.468218], [2.146524, -3.608136, 0.217398]], "forces_ev_per_a": [[0.0065, 0.0328, 0.0129], [0.0260, -0.0137, 0.0214], [0.0060, -0.0036, -0.0061], [0.0151, -0.0033, -0.0156], [0.0082, 0.0043, 0.0039], [-0.0149, 0.0041, -0.0041], [0.0558, -0.1025, -0.0687], [0.0418, -0.0640, 0.0802], [-0.2893, -0.0113, -0.4789], [-0.0175, -0.0021, 0.0412], [0.0090, -0.0010, 0.0081], [-0.0267, -0.0319, -0.0141], [-0.0022, -0.0029, -0.0014], [-0.0093, -0.0134, 0.0077], [0.0011, -0.0012, 0.0011], [0.0000, -0.0081, -0.0012], [0.0214, -0.0234, -0.0252], [-0.0149, -0.0001, -0.0383], [-0.0352, -0.0046, -0.0318], [0.0095, -0.0103, 0.0026], [0.0085, 0.0133, 0.0105], [0.0008, -0.0012, 0.0027], [0.0212, -0.0156, 0.0105], [0.0007, -0.0004, 0.0010], [0.0027, 0.0129, 0.0020], [-0.0157, 0.0020, 0.0041], [0.0006, 0.0454, 0.0027], [0.0044, -0.0098, 0.0086], [-0.0031, 0.0019, 0.0036], [0.0056, -0.0182, -0.0150], [0.1868, 0.0593, 0.3330], [-0.0015, 0.0007, 0.0008], [-0.0021, 0.0018, 0.0005], [-0.0164, 0.0091, -0.0194], [-0.0029, 0.0728, -0.0067], [-0.0067, -0.0030, 0.0101], [0.0258, -0.0347, -0.0273], [0.0564, 0.0416, 0.0471], [-0.0272, -0.0062, -0.0071], [0.0036, 0.0096, 0.0078], [0.0021, -0.0040, -0.0066], [-0.0038, -0.0092, 0.0064], [-0.0148, 0.0018, 0.0098], [-0.0059, -0.0092, -0.0035], [-0.0037, -0.0192, -0.0035], [0.0003, 0.0012, -0.0028], [0.0170, 0.0105, 0.0006], [0.0177, 0.0072, 0.0041], [-0.0072, 0.0232, 0.0027], [0.0014, 0.0086, -0.0160], [-0.0090, 0.0255, 0.0202], [0.0373, -0.0061, 0.0487], [0.0010, -0.0027, -0.0016], [0.0015, 0.0008, -0.0006], [-0.0816, 0.1640, 0.0477], [0.0085, -0.0115, -0.0064], [0.0155, 0.0077, 0.0121], [-0.0048, -0.0063, -0.0087], [-0.0032, -0.1072, 0.0343]]}